Entry 1:
# C19H18N6O3S

A molecular structure, C19H18N6O3S in a non-equilibrium geometry (ωB97M-V/def2-TZVPD, OMol25).

Last column: natural (NBO) charge in e.
CARTESIAN COORDINATES (ANGSTROEM)
1 C -0.823 3.530 -3.005  -0.58
2 C -2.055 2.671 -3.407  -0.08
3 H -2.994 2.683 -2.778  0.19
4 O -1.707 1.397 -3.675  -0.47
5 C -1.679 0.716 -2.546  0.33
6 C -1.804 0.933 -1.382  -0.33
7 C -1.569 -0.035 -0.439  -0.16
8 C -1.530 -1.354 -0.692  -0.07
9 C -1.292 -1.689 -2.065  -0.22
10 C -1.291 -0.769 -2.955  -0.18
11 H -1.208 -1.142 -4.198  0.23
12 H -1.067 -2.723 -2.385  0.24
13 C -1.207 -2.226 0.476  0.33
14 N -1.403 -3.787 0.228  -0.20
15 N -1.123 -4.204 1.427  -0.22
16 C -0.452 -3.338 2.131  0.17
17 C 0.127 -3.289 3.587  -0.05
18 C 0.544 -2.160 3.983  -0.37
19 C 0.177 -1.092 3.302  0.14
20 N -0.200 -1.020 1.997  -0.32
21 N -0.764 -2.042 1.558  -0.17
22 S 0.989 0.442 3.724  0.33
23 C 0.137 1.688 2.767  -0.63
24 H 0.234 2.606 3.343  0.28
25 C 0.604 2.119 1.536  0.59
26 O 1.312 3.182 1.408  -0.62
27 N 1.058 1.213 0.797  -0.61
28 C 1.353 0.979 -0.622  0.34
29 N 1.594 0.003 -1.354  -0.20
30 O 2.053 0.266 -2.469  -0.23
31 C 2.166 1.535 -2.583  0.31
32 C 1.873 2.271 -1.334  -0.33
33 H 2.077 3.140 -1.041  0.21
34 C 2.865 2.257 -3.765  -0.62
35 H 3.818 1.745 -4.031  0.24
36 H 2.072 1.737 -4.713  0.20
37 H 2.796 3.275 -3.661  0.23
38 H 0.748 0.074 0.902  0.43
39 H -0.870 1.422 2.568  0.25
40 H 0.934 -2.189 4.794  0.22
41 H 0.264 -4.360 4.077  0.26
42 H -1.823 0.088 0.428  0.18
43 H -2.127 1.935 -1.147  0.22
44 H -2.256 3.214 -4.513  0.18
45 H -0.645 3.295 -2.151  0.19
46 H -0.040 3.504 -3.553  0.20
47 H -1.121 4.644 -2.828  0.20

Computed properties:
Lowest unoccupied orbital energy   -1.045 eV
ΔE to the lowest compared entry with this formula, charge and spin   2158.3 kJ/mol
2S+1   1
HOMO   -8.2 eV
Largest force on an atom   17.571 eV/A
Charge   0
Gap between HOMO and LUMO   7.185 eV

***

Entry 2:
# C19H18N6S2

A single C19H18N6S2 molecule in a non-equilibrium geometry (ωB97M-V/def2-TZVPD, OMol25).

Last column: natural (NBO) charge in e.
CARTESIAN COORDINATES (ANGSTROEM)
1 C -1.281 -2.358 3.786  -0.60
2 H -1.849 -1.554 3.325  0.21
3 H -1.929 -2.897 4.474  0.20
4 H -0.466 -1.915 4.353  0.20
5 C -0.736 -3.301 2.712  -0.41
6 C 0.124 -2.549 1.737  -0.05
7 C -0.361 -2.171 0.493  -0.14
8 C 0.411 -1.443 -0.392  -0.29
9 C 1.701 -1.067 -0.037  0.22
10 C 2.203 -1.457 1.203  -0.26
11 C 1.421 -2.185 2.076  -0.19
12 H 1.826 -2.479 3.034  0.21
13 H 3.212 -1.183 1.481  0.20
14 N 2.541 -0.337 -0.877  -0.58
15 C 2.258 0.436 -1.943  0.61
16 N 1.006 0.557 -2.397  -0.58
17 C 0.852 1.416 -3.385  0.48
18 N 1.817 2.088 -3.987  -0.58
19 C 3.046 1.856 -3.501  0.59
20 N 3.314 1.066 -2.468  -0.59
21 N 4.071 2.474 -4.108  -0.78
22 H 4.997 2.368 -3.738  0.41
23 H 3.875 3.121 -4.849  0.41
24 C -0.534 1.714 -3.867  -0.58
25 H -0.532 1.857 -4.946  0.26
26 H -0.893 2.619 -3.375  0.27
27 S -1.724 0.399 -3.500  0.33
28 C -1.969 0.676 -1.815  -0.07
29 N -1.430 1.614 -1.133  -0.48
30 C -1.786 1.550 0.183  0.08
31 C -1.341 2.403 1.186  -0.19
32 C -1.791 2.207 2.475  -0.21
33 C -2.683 1.181 2.778  -0.22
34 C -3.138 0.321 1.796  -0.25
35 C -2.681 0.505 0.504  -0.14
36 S -3.052 -0.412 -0.929  0.35
37 H -3.833 -0.473 2.023  0.22
38 H -3.023 1.054 3.795  0.22
39 H -1.450 2.861 3.264  0.21
40 H -0.653 3.196 0.940  0.22
41 H 3.510 -0.272 -0.591  0.41
42 H 0.029 -1.164 -1.359  0.25
43 H -1.361 -2.461 0.203  0.20
44 H -1.569 -3.768 2.185  0.20
45 H -0.150 -4.090 3.191  0.21

Computed properties:
Lowest unoccupied orbital energy   0.730 eV
ΔE to the lowest compared entry with this formula, charge and spin   0.0 kJ/mol
2S+1   1
SMILES   CCc1ccc(Nc2nc(N)nc(CSc3nc4ccccc4s3)n2)cc1
HOMO   -8.0 eV
Largest force on an atom   1.038 eV/A
Charge   0
Gap between HOMO and LUMO   8.686 eV

***

Entry 3:
# C19H18NOReS

A molecular structure, C19H18NOReS in a non-equilibrium geometry (ωB97M-V/def2-TZVPD, OMol25).

Last column: Löwdin spin population.
CARTESIAN COORDINATES (ANGSTROEM)
1 C 0.919 -0.218 2.299  0.03
2 C 1.579 -1.324 1.449  0.07
3 C 2.206 -0.704 0.370  0.01
4 H 1.388 -2.528 1.533  0.00
5 C 2.149 0.721 0.585  0.03
6 C 1.299 1.016 1.710  0.02
7 H 1.104 1.963 2.165  0.00
8 H 0.204 -0.280 3.264  0.02
9 H 2.805 -1.253 -0.340  0.00
10 H 2.740 1.450 0.067  0.00
11 C -1.532 -1.297 -1.268  0.03
12 C -1.462 -2.013 -0.097  0.06
13 C -2.072 -1.253 1.043  0.26
14 H -0.843 -3.057 0.069  0.00
15 C -2.386 0.108 0.439  0.02
16 C -2.171 -0.031 -0.979  0.02
17 H -2.519 0.688 -1.660  0.00
18 H -1.316 -1.686 -2.261  0.00
19 H -2.190 -1.369 2.117  0.01
20 H -2.828 0.845 1.063  0.00
21 Re 0.015 0.106 0.010  0.97
22 O 0.524 0.488 -1.925  0.14
23 C 1.639 1.035 -2.468  0.07
24 C 1.555 2.506 -2.400  0.51
25 H 2.550 0.658 -1.968  0.01
26 H 1.551 0.623 -3.459  0.00
27 H 1.906 2.969 -1.494  0.03
28 H 2.627 4.771 -3.196  0.00
29 C 1.734 4.502 -3.771  0.10
30 C 1.063 3.280 -3.444  0.05
31 C -0.094 2.937 -4.227  0.09
32 H -0.646 2.022 -3.979  0.00
33 C -0.525 3.765 -5.258  -0.01
34 H -1.408 3.484 -5.833  0.00
35 C 0.169 4.948 -5.570  0.10
36 H -0.173 5.582 -6.386  0.01
37 C 1.303 5.303 -4.821  -0.01
38 H 1.847 6.220 -5.058  0.00
39 S -0.208 -1.460 1.747  0.22
40 C -0.639 -2.570 2.977  0.11
41 N -0.938 -3.263 3.899  0.00

Computed properties:
Lowest unoccupied orbital energy (alpha / beta)   -4.899 / -5.333 eV
ΔE to the lowest compared entry with this formula, charge and spin   1111.7 kJ/mol
2S+1   4
HOMO (alpha / beta)   -9.7 / -11.2 eV
Largest force on an atom   6.230 eV/A
Charge   +1
Gap between HOMO and LUMO (alpha / beta)   4.844 / 5.825 eV

***

Entry 4:
# C19H18NOSTl

A molecular structure, C19H18NOSTl in a non-equilibrium geometry (ωB97M-V/def2-TZVPD, OMol25).

Last column: natural (NBO) charge in e.
CARTESIAN COORDINATES (ANGSTROEM)
1 C 3.336 0.358 1.821  -0.40
2 C 3.000 -0.968 1.411  -0.34
3 C 2.637 -0.924 0.039  -0.33
4 H 3.145 -1.856 2.069  0.20
5 C 2.706 0.439 -0.394  -0.35
6 C 3.212 1.243 0.679  -0.40
7 H 3.543 2.288 0.575  0.21
8 H 3.666 0.687 2.810  0.19
9 H 2.389 -1.829 -0.537  0.19
10 H 2.434 0.742 -1.422  0.19
11 C -0.672 -1.718 1.794  -0.20
12 C 0.059 -2.080 2.886  -0.16
13 C 0.020 -0.970 3.887  -0.11
14 H 0.627 -2.990 3.055  0.23
15 C -0.817 0.086 3.213  -0.36
16 C -1.181 -0.382 1.965  -0.14
17 H -1.745 0.151 1.201  0.24
18 H -0.875 -2.296 0.902  0.25
19 H -0.361 -1.247 4.878  0.25
20 H -1.114 0.984 3.775  0.23
21 Tl 0.820 2.120 2.730  0.81
22 O -0.977 -0.961 -1.250  -0.50
23 C -0.129 -1.395 -2.307  -0.09
24 C -0.419 0.068 -2.130  0.02
25 H 0.908 -1.595 -2.049  0.20
26 H -0.565 -2.000 -3.110  0.19
27 H 0.494 0.687 -2.088  0.22
28 H -0.410 2.278 -3.922  0.21
29 C -1.425 1.947 -3.646  -0.20
30 C -1.525 0.870 -2.667  -0.07
31 C -2.837 0.321 -2.520  -0.19
32 H -3.004 -0.597 -1.945  0.23
33 C -4.005 0.921 -3.057  -0.22
34 H -5.034 0.508 -2.844  0.22
35 C -3.854 1.987 -3.977  -0.21
36 H -4.701 2.437 -4.485  0.21
37 C -2.559 2.525 -4.264  -0.23
38 H -2.407 3.343 -5.012  0.22
39 S 3.734 -1.691 5.189  0.08
40 C 2.391 -1.099 4.596  0.24
41 N 1.495 -0.394 4.147  -0.53

Computed properties:
Lowest unoccupied orbital energy   -0.686 eV
ΔE to the lowest compared entry with this formula, charge and spin   0.0 kJ/mol
2S+1   1
HOMO   -6.4 eV
Largest force on an atom   4.494 eV/A
Charge   0
Gap between HOMO and LUMO   5.720 eV